Here is an isolated ion of composition C5H10NO and charge -1 from the OMol25 dataset. Energies are from the ωB97M-V functional and the def2-TZVPD basis.

Output
Energy above the lowest of the compared OMol25 structures with the same formula, charge and spin, eV: 0.4308
SMILES string: C=C(N)CCC[O-]
M, u: 100.14
Total charge: -1
E, a.u.: -326.469473
HOMO energy, eV: -2.37

Element x y z (Å)
C -0.476 1.096 -2.653
C -0.433 0.368 -1.522
N -1.205 -0.744 -1.336
C 0.553 0.674 -0.415
C 0.840 -0.386 0.652
C 0.095 -0.184 2.002
O 0.633 -0.826 3.033
H -1.151 0.754 -3.431
H 0.007 2.057 -2.727
H -1.773 -1.122 -2.067
H -1.214 -1.180 -0.432
H 0.231 1.597 0.091
H 1.476 0.966 -0.916
H 0.559 -1.361 0.246
H 1.915 -0.450 0.844
H 0.051 0.932 2.143
H -0.975 -0.484 1.753

***

Here is C30H31Cl3F6N2O6PdS2 as an isolated structure from the OMol25 dataset. Energies are from the ωB97M-V functional and the def2-TZVPD basis.

Output
Energy above the lowest of the compared OMol25 structures with the same formula, charge and spin, eV: 0.0000
M, u: 906.49
E, a.u.: -4626.679647
HOMO energy, eV: -8.12

Element x y z (Å)
Pd 0.048 0.334 0.287
Cl 2.140 2.968 6.753
C 1.372 2.196 5.398
C 1.358 2.822 4.169
C 0.741 2.204 3.094
Cl 0.754 3.057 1.577
C 0.127 0.940 3.188
O -0.485 0.306 2.219
C 0.168 0.360 4.476
Cl -0.606 -1.177 4.706
C 0.767 0.962 5.564
H 1.821 3.789 4.037
H 0.761 0.472 6.527
F 3.541 -2.239 -4.864
C 3.553 -2.824 -3.672
F 3.463 -4.144 -3.836
F 4.705 -2.546 -3.066
S 2.121 -2.272 -2.650
O 2.372 -2.811 -1.344
O 0.941 -2.681 -3.350
N 2.388 -0.705 -2.701
S 1.250 0.328 -2.858
O 0.181 0.241 -1.842
O 0.734 0.557 -4.171
C 2.158 1.866 -2.391
F 2.973 2.233 -3.370
F 1.251 2.828 -2.197
F 2.857 1.707 -1.274
C -6.097 5.472 -2.898
C -5.083 4.456 -2.458
C -4.500 3.586 -3.370
C -3.571 2.636 -2.975
C -2.969 1.728 -4.020
C -3.209 2.572 -1.614
C -2.228 1.572 -1.240
O -1.636 1.546 -0.161
C -3.779 3.454 -0.670
C -3.429 3.429 0.792
C -4.713 4.373 -1.118
H -6.246 5.445 -3.976
H -5.780 6.479 -2.620
H -7.058 5.290 -2.414
H -4.775 3.652 -4.416
H -3.290 2.044 -5.011
H -3.292 0.693 -3.886
H -1.879 1.736 -4.008
H -2.003 0.801 -1.981
H -2.405 3.765 0.956
H -3.488 2.424 1.207
H -4.105 4.081 1.344
H -5.167 5.049 -0.402
C -0.095 -4.433 0.513
C -0.411 -3.139 1.295
C -1.306 -2.269 0.428
C 0.885 -2.646 1.931
C 1.306 -3.481 2.947
C 2.549 -3.367 3.548
C 3.481 -2.420 3.141
C 3.165 -1.536 2.139
C 4.218 -0.527 1.739
C 4.645 -0.694 0.278
C 3.860 0.926 2.068
C 1.813 -1.563 1.555
N 1.621 -0.536 0.791
H -1.034 -4.903 0.219
H 0.475 -5.149 1.103
H 0.473 -4.201 -0.387
H -1.014 -3.426 2.163
H -0.829 -2.008 -0.520
H -1.652 -1.382 0.955
H -2.190 -2.861 0.181
H 0.644 -4.271 3.277
H 2.808 -4.057 4.343
H 4.453 -2.378 3.612
H 5.080 -0.780 2.364
H 3.807 -0.536 -0.397
H 5.052 -1.689 0.098
H 5.420 0.038 0.046
H 3.104 1.309 1.387
H 4.757 1.540 1.970
H 3.493 1.025 3.092

***

Here is one molecule with the formula C4H8O2 from the OMol25 dataset. Energies are from the ωB97M-V functional and the def2-TZVPD basis.

Output
Energy above the lowest of the compared OMol25 structures with the same formula, charge and spin, eV: 1.6785
SMILES string: CCOCC=O
M, u: 88.11
E, a.u.: -307.650747
HOMO energy, eV: -9.70

Element x y z (Å)
C 0.206 1.727 -1.133
C 0.014 0.244 -0.880
O 0.909 -0.149 0.156
C 0.512 -1.329 0.817
C -0.751 -1.018 1.603
O -1.849 -1.415 1.294
H 1.150 1.935 -1.645
H 0.210 2.256 -0.175
H -0.617 2.117 -1.740
H -1.024 0.052 -0.580
H 0.207 -0.354 -1.784
H 1.329 -1.598 1.496
H 0.316 -2.161 0.125
H -0.613 -0.308 2.445

***

Here is C6H14N2 as an isolated structure in a non-equilibrium geometry from the OMol25 dataset. Energies are from the ωB97M-V functional and the def2-TZVPD basis.

Output
Energy above the lowest of the compared OMol25 structures with the same formula, charge and spin, eV: 7.8103
M, u: 114.19
E, a.u.: -346.240141
HOMO energy, eV: -8.68

Element x y z (Å)
C -2.277 0.326 -1.644
C -2.170 -0.089 -0.152
C -0.643 -0.630 0.213
C 0.683 0.187 0.291
N 3.885 0.088 -0.287
C 2.958 -0.762 0.480
C 1.685 -0.701 1.030
N -2.952 1.015 0.577
H -1.668 1.278 -1.804
H -1.827 -0.489 -2.210
H -3.274 0.619 -1.986
H -1.813 1.077 0.253
H -0.827 -0.821 1.251
H -0.448 -1.538 -0.388
H 1.116 0.415 -0.689
H 0.614 1.187 0.732
H 3.470 0.719 -0.959
H 3.674 0.314 0.805
H 3.511 -1.598 0.908
H 1.733 -0.719 2.106
H -2.696 1.147 1.554
H -2.732 -1.025 -0.082

***

Here is C32H31N5O9PSSrTe as an isolated structure in a non-equilibrium geometry from the OMol25 dataset. Energies are from the ωB97M-V functional and the def2-TZVPD basis.

Output
Energy above the lowest of the compared OMol25 structures with the same formula, charge and spin, eV: 0.3099
M, u: 907.89
Total charge: -1
E, a.u.: -3227.509951
HOMO energy, eV: -5.04

Element x y z (Å)
Sr -0.026 0.250 0.275
O -7.189 2.276 0.096
C -6.302 3.134 0.285
O -6.424 4.373 0.417
C -4.853 2.601 0.347
C -3.800 3.461 0.649
C -2.515 2.957 0.699
N -2.222 1.680 0.448
C -3.233 0.849 0.147
C -4.555 1.263 0.111
C -2.833 -0.604 -0.130
O -3.449 -1.516 0.400
O -1.783 -0.709 -0.882
H -4.026 4.502 0.831
H -1.677 3.599 0.957
H -5.359 0.573 -0.098
N 7.830 0.107 -3.923
C 6.777 0.046 -3.011
C 5.555 -0.514 -3.380
C 4.528 -0.615 -2.461
C 4.704 -0.155 -1.160
C 5.914 0.409 -0.787
C 6.946 0.500 -1.705
S 3.367 -0.267 -0.039
O 2.754 -1.574 -0.181
O 3.920 0.073 1.256
N 2.195 0.723 -0.498
C 2.338 2.107 -0.506
N 3.553 2.656 -0.506
C 3.575 3.983 -0.557
C 2.428 4.760 -0.597
C 1.222 4.078 -0.580
N 1.144 2.754 -0.539
H 7.565 0.087 -4.894
H 8.531 0.804 -3.730
H 5.407 -0.883 -4.388
H 3.588 -1.063 -2.754
H 6.041 0.776 0.220
H 7.894 0.930 -1.405
H 4.553 4.455 -0.558
H 2.466 5.838 -0.641
H 0.278 4.613 -0.605
Te 0.087 -2.971 -0.609
C 1.424 -4.516 -0.182
C 1.877 -4.664 1.125
C 2.757 -5.689 1.453
C 3.186 -6.571 0.474
C 2.743 -6.422 -0.832
C 1.869 -5.395 -1.164
C -1.619 -4.178 -0.713
C -2.601 -3.891 -1.652
C -3.750 -4.666 -1.705
C -3.919 -5.733 -0.835
C -2.934 -6.020 0.097
C -1.786 -5.241 0.166
H 1.555 -3.964 1.886
H 3.106 -5.790 2.474
H 3.870 -7.370 0.727
H 3.083 -7.105 -1.601
H 1.532 -5.283 -2.186
H -2.485 -3.046 -2.316
H -4.519 -4.424 -2.427
H -4.819 -6.333 -0.877
H -3.056 -6.847 0.787
H -1.026 -5.475 0.900
C -1.202 1.125 4.794
O -0.064 0.228 4.821
P 0.640 -0.281 3.487
O 0.772 1.139 2.587
C 1.861 2.009 2.981
O -0.653 -0.736 2.534
C -1.305 -1.975 2.934
H -1.606 1.144 5.802
H -1.954 0.769 4.092
H -0.876 2.119 4.499
H 1.650 2.971 2.515
H 2.802 1.598 2.624
H 1.861 2.135 4.066
H -2.178 -2.070 2.290
H -1.592 -1.901 3.983
H -0.618 -2.804 2.766

***

Here is a 2-piece molecular cluster, C3H10N2O overall in a non-equilibrium geometry from the OMol25 dataset. Energies are from the ωB97M-V functional and the def2-TZVPD basis.

Output
Energy above the lowest of the compared OMol25 structures with the same formula, charge and spin, eV: 2.3059
M, u: 90.13
Total charge: -1
Spin multiplicity: 2
E, a.u.: -304.922279
HOMO energy (spin up / spin down), eV: 1.11 / -4.03

Element x y z (Å)
C 0.093 -1.178 -2.366
C 0.777 -1.574 -0.965
N 1.024 -2.347 1.637
C 1.192 -1.032 1.344
N 0.730 -0.681 0.154
H -0.903 -1.656 -2.294
H 0.578 -1.594 -3.214
H -0.117 -0.127 -2.423
H 1.928 -1.676 -1.202
H 0.313 -2.605 -0.604
H 1.058 -3.028 0.925
H 1.019 -2.680 2.694
H 1.556 -0.212 2.191
H -2.621 6.408 0.810
H -2.540 5.022 0.219
O -3.115 5.756 0.285

***

Here is C24H23AuN8P as an isolated structure from the OMol25 dataset. Energies are from the ωB97M-V functional and the def2-TZVPD basis.

Output
M, u: 651.45
Total charge: +3
Spin multiplicity: 3
E, a.u.: -1842.516215
HOMO energy (spin up / spin down), eV: -17.23 / -17.23

Element x y z (Å)
Au 0.638 0.003 0.024
C -4.095 2.769 1.243
N -2.825 2.441 0.578
C -2.208 3.225 -0.358
C -1.055 2.591 -0.717
N -0.994 1.431 0.006
C -2.067 1.349 0.788
P -2.435 -0.005 1.954
C -0.819 0.002 2.797
N 0.391 0.009 2.229
C 1.311 0.019 3.242
C 0.648 0.017 4.433
N -0.682 0.006 4.139
C -1.763 0.002 5.136
C -2.059 -1.356 0.788
N -0.986 -1.434 0.006
C -1.041 -2.593 -0.718
C -2.192 -3.232 -0.361
N -2.812 -2.452 0.576
C -4.081 -2.786 1.241
H -4.445 3.722 0.861
H -3.949 2.854 2.317
H -4.842 2.008 1.030
H -2.619 4.162 -0.694
H -0.292 2.895 -1.413
H 2.371 0.029 3.084
H 1.024 0.023 5.442
H -1.316 0.005 6.125
H -2.373 -0.891 5.030
H -2.382 0.890 5.029
H -0.277 -2.893 -1.415
H -2.599 -4.171 -0.698
H -4.426 -3.741 0.858
H -4.832 -2.029 1.027
H -3.934 -2.871 2.315
C -0.057 0.015 -4.392
C -0.244 0.011 -3.009
N 0.781 0.006 -2.171
C 2.051 0.005 -2.642
C 2.323 0.009 -4.014
C 1.222 0.014 -4.893
C 3.685 0.008 -4.456
C 4.699 0.002 -3.564
C 4.439 -0.004 -2.154
C 5.464 -0.012 -1.188
C 5.141 -0.020 0.146
C 3.800 -0.018 0.518
N 2.809 -0.008 -0.369
C 3.119 -0.002 -1.697
H -0.918 0.019 -5.046
H -1.238 0.012 -2.576
H 1.391 0.018 -5.963
H 3.890 0.012 -5.519
H 5.727 0.001 -3.902
H 6.501 -0.014 -1.503
H 5.906 -0.028 0.910
H 3.528 -0.027 1.560

***

Here is C38H36Br2IrN5O3 as an isolated structure in a non-equilibrium geometry from the OMol25 dataset. Energies are from the ωB97M-V functional and the def2-TZVPD basis.

Output
Energy above the lowest of the compared OMol25 structures with the same formula, charge and spin, eV: 2.2028
M, u: 962.76
Total charge: +1
Spin multiplicity: 2
E, a.u.: -7221.334969
HOMO energy (spin up / spin down), eV: -10.29 / -10.29

Element x y z (Å)
Ir -0.454 -0.970 0.317
Br -1.322 6.382 -0.316
C -1.194 4.509 -0.511
C -0.898 3.961 -1.779
C -0.782 2.609 -1.948
C -0.966 1.725 -0.860
O -0.880 0.451 -1.061
C -1.286 2.280 0.398
C -1.540 1.472 1.531
N -1.518 0.170 1.611
C -1.903 -0.460 2.819
C -2.672 0.073 3.819
C -2.906 -0.670 4.999
C -2.406 -1.933 5.150
C -1.695 -2.541 4.087
C -1.245 -3.882 4.097
C -0.642 -4.401 2.989
C -0.459 -3.581 1.859
N -0.834 -2.321 1.839
C -1.455 -1.791 2.930
C -1.379 3.689 0.557
H -0.752 4.625 -2.620
H -0.551 2.176 -2.913
H -1.752 2.013 2.451
H -3.130 1.047 3.706
H -3.499 -0.224 5.785
H -2.581 -2.497 6.057
H -1.410 -4.489 4.978
H -0.316 -5.430 2.951
H -0.009 -3.965 0.954
H -1.605 4.102 1.533
N 2.598 -0.112 3.164
C 3.331 -0.940 2.348
C 2.480 -1.349 1.376
N 1.239 -0.787 1.595
C 1.349 -0.040 2.677
H 2.937 0.367 3.981
H 4.367 -1.163 2.530
H 2.663 -2.010 0.548
H 0.565 0.545 3.127
C 2.395 3.400 0.815
C 2.735 2.317 -0.176
C 3.842 2.440 -1.018
C 4.108 1.489 -2.002
C 5.285 1.649 -2.931
C 3.279 0.391 -2.125
C 2.184 0.164 -1.240
C 1.936 1.206 -0.295
N 1.375 -0.922 -1.238
C 1.425 -2.039 -2.253
C 2.791 -2.478 -2.814
C 0.841 -3.293 -1.603
C 0.523 -1.581 -3.407
H 3.261 4.023 1.034
H 2.027 2.979 1.753
H 1.611 4.049 0.417
H 4.488 3.307 -0.929
H 5.824 2.574 -2.731
H 4.961 1.665 -3.972
H 5.984 0.820 -2.817
H 3.484 -0.286 -2.926
H 1.075 1.124 0.342
H 3.575 -2.456 -2.054
H 3.109 -1.899 -3.676
H 2.691 -3.508 -3.155
H 1.596 -3.817 -1.007
H 0.483 -3.972 -2.377
H -0.018 -3.071 -0.974
H 0.930 -0.676 -3.864
H -0.483 -1.369 -3.062
H 0.471 -2.370 -4.159
Br -5.141 1.911 1.244
C -4.641 1.178 -0.440
C -4.979 1.848 -1.606
C -4.597 1.297 -2.822
C -3.862 0.119 -2.866
C -3.498 -0.514 -1.687
C -3.919 0.004 -0.467
C -2.590 -1.710 -1.721
O -2.470 -2.404 -2.701
O -1.950 -1.981 -0.576
H -5.534 2.775 -1.565
H -4.874 1.798 -3.741
H -3.554 -0.316 -3.807
H -3.667 -0.509 0.448

***

> Number 6 is which compound?

C3H10N2O

***

> The highest M belongs to which entry?

C38H36Br2IrN5O3

***

> Which formula does entry 2 have?

C30H31Cl3F6N2O6PdS2